Formula: C6H10
Source: the Open Molecules 2025 dataset
Level of theory: ωB97M-V/def2-TZVPD

Element x y z (Å)
C1 1.5175 -0.3085 0.8791
C2 0.5384 -0.9580 -0.0480
C3 -1.0442 -0.7489 0.0261
C4 -1.3631 0.7117 0.3299
C5 -0.4359 1.1237 -0.8520
C6 -0.1859 -0.3560 -1.1644
H1 1.8953 -1.0071 1.6347
H2 1.0683 0.5249 1.4248
H3 2.3600 0.0555 0.2903
H4 0.7617 -2.0137 -0.2608
H5 -1.0095 -1.6385 0.6380
H6 -2.3928 1.0510 0.1437
H7 -1.0973 1.0276 1.3412
H8 0.4710 1.6740 -0.5681
H9 -0.9386 1.6573 -1.6605
H10 -0.1449 -0.7950 -2.1539

Output
SMILES   C[C@H]1[C@H]2CC[C@@H]12
HOMO   -8.51 eV
Total energy   -6381.2338 eV
ΔE to the lowest compared entry with this formula, charge and spin   2.626 eV
Charge   0

=====

Formula: C6H10
Source: the Open Molecules 2025 dataset
Level of theory: ωB97M-V/def2-TZVPD

Element x y z (Å)
C1 1.6201 -0.3917 0.8205
C2 0.4626 -1.1378 0.1675
C3 -1.6814 -0.6332 -0.4416
C4 -1.6360 0.7819 0.1541
C5 -0.4405 1.1559 -0.7468
C6 -0.2897 -0.3623 -0.9647
H1 2.0878 -1.0259 1.5818
H2 1.2817 0.5238 1.3186
H3 2.3848 -0.1149 0.0861
H4 0.8027 -2.0810 -0.2689
H5 -0.2504 -1.4410 0.9529
H6 -2.5819 1.3260 0.0508
H7 -1.3987 0.7630 1.2264
H8 0.3972 1.7255 -0.3265
H9 -0.7701 1.6542 -1.6639
H10 0.0117 -0.7427 -1.9462

Output
HOMO   -8.29 eV
Total energy   -6379.6916 eV
ΔE to the lowest compared entry with this formula, charge and spin   4.168 eV
Charge   0

=====

Formula: C6H10
Source: the Open Molecules 2025 dataset
Level of theory: ωB97M-V/def2-TZVPD

Element x y z (Å)
C1 0.8742 -1.4286 -0.3905
C2 0.8000 -0.3490 -1.4514
C3 0.2347 -0.1422 -0.1135
C4 0.6213 0.9268 0.8939
C5 -0.9750 1.0069 0.9739
C6 -1.3180 -0.1394 -0.0055
H1 1.8256 -1.6423 0.0777
H2 0.1458 -2.2296 -0.4196
H3 0.0348 -0.4171 -2.2149
H4 1.7061 0.1816 -1.7176
H5 1.1342 1.8498 0.5431
H6 1.1606 0.6152 1.8167
H7 -1.2819 1.9560 0.5604
H8 -1.2706 0.7692 1.9810
H9 -1.8812 0.0942 -0.9393
H10 -1.8107 -1.0515 0.4056

Output
HOMO   -9.06 eV
Total energy   -6381.7200 eV
ΔE to the lowest compared entry with this formula, charge and spin   2.139 eV
Charge   0